The following is a quantum chemistry calculation of the molecule C6H5N3O4, from the Open Molecules 2025 dataset.

The value obtained for the energy above the lowest of the compared OMol25 structures with the same formula, charge and spin is 219.5 kJ/mol. Its structure (SMILES) is C=Cc1cn(C(=O)O)nc1[N+](=O)[O-]. For the total energy, the calculation gives -696.7173 hartree.

Each line ends with the Löwdin charge.
Positions of all 18 atoms, in Å:
1 O 2.64169 -1.03258 -1.69277  0.120
2 H 3.06943 -1.87602 -2.01238  0.164
3 H -0.35143 2.43528 2.45013  0.104
4 O -2.33638 0.98790 2.30464  0.125
5 C 1.10500 3.33375 1.21508  0.036
6 O -1.98622 -1.20612 2.44030  0.080
7 N -1.74823 -0.02537 2.08140  -0.327
8 C -0.63975 0.01797 1.16999  -0.124
9 C 0.30749 2.33328 1.60135  -0.130
10 N 0.77197 -0.62267 -0.36918  -0.020
11 N -0.22006 -1.05576 0.45436  0.205
12 O 1.18229 -2.71169 -1.45024  0.095
13 H 1.85314 3.31898 0.42538  0.063
14 H 1.80820 1.19863 -0.65091  0.123
15 C 1.04752 0.70172 -0.12384  0.033
16 C 0.23928 1.11781 0.88904  -0.169
17 C 1.53830 -1.55448 -1.13838  -0.448
18 H 1.24295 4.16456 1.93121  0.069

Forces on the atoms, in the same order (eV/Å):
O 0.3 -0.8 0.7
H -0.3 1.3 0.0
H 0.1 0.1 0.1
O -0.6 0.6 0.7
C 0.6 0.6 1.9
O -0.4 2.7 0.2
N 0.6 -4.3 -0.6
C 3.6 -0.9 -2.7
C 0.3 2.0 -0.3
N -0.4 0.1 1.2
N -1.3 0.4 0.4
O 0.8 3.6 1.9
H -0.5 -0.3 -0.1
H 0.8 0.5 -0.4
C -0.1 -1.0 0.4
C -1.1 -1.1 -0.5
C -2.0 -3.3 -2.0
H -0.4 -0.2 -0.7